The following is a DFT calculation (ωB97M-V/def2-TZVPD) of a 2-piece molecular cluster, C13H21NO6P overall in a non-equilibrium geometry.

The value obtained for the HOMO-LUMO gap is 6.786 eV. As for the charge: +1. The electronic energy comes out at -1355.1883 Ha.

Cartesian coordinates (Å):
O -3.14 5.23 -0.32
P -3.01 5.09 -1.81
C -2.69 3.28 -2.29
C -1.30 2.86 -2.33
C -1.02 1.47 -2.72
C 0.47 0.99 -2.74
O 1.02 0.82 -3.79
O 1.19 0.70 -1.60
C 0.35 0.51 -0.44
C -0.52 -0.82 -0.47
C -0.08 -1.91 0.59
C -0.19 -3.31 -0.15
O 0.69 -4.12 -0.16
O -1.39 -3.56 -0.86
C -2.12 0.52 -3.06
C -3.47 1.07 -2.97
N -3.69 2.38 -2.58
H -1.85 5.84 -2.20
H -4.16 5.47 -2.55
H -0.42 3.51 -2.08
H 1.06 0.40 0.44
H -0.27 1.42 -0.18
H -0.49 -1.23 -1.52
H -1.60 -0.54 -0.31
H -0.86 -1.89 1.40
H 0.96 -1.73 0.97
H -1.16 -3.83 -1.77
H -1.89 -0.52 -3.35
H -4.30 0.36 -3.19
H -4.67 2.67 -2.52
C 3.97 -2.64 3.10
C 3.11 -1.40 3.29
C 3.08 -0.97 4.75
O 1.77 -1.67 2.85
H 3.57 -3.48 3.67
H 3.97 -2.94 2.05
H 5.00 -2.45 3.42
H 3.49 -0.58 2.68
H 2.65 -1.76 5.38
H 2.44 -0.09 4.88
H 4.08 -0.74 5.12
H 1.42 -2.40 3.39

---

The following is a DFT calculation (ωB97M-V/def2-TZVPD) of C13H21O10Rb2 as an isolated structure in a non-equilibrium geometry.

The value obtained for the HOMO-LUMO gap is 7.037 eV. As for the charge: +1. For the relative energy (zero: lowest compared OMol25 entry of this formula, charge and spin), the calculation gives 129.7 kJ/mol. The electronic energy comes out at -1308.3483 Ha.

Cartesian coordinates (Å):
Rb 3.87 1.75 -1.72
Rb 2.87 -1.76 -3.91
C 1.21 -0.83 -0.63
O 2.51 -0.84 -1.19
H 0.62 0.02 -0.95
H 0.65 -1.67 -1.02
H 1.16 -0.77 0.46
C -0.78 4.02 -1.31
C -0.95 2.67 -1.96
C -1.78 2.64 -3.26
O -1.00 1.83 -4.11
C 0.23 1.75 -3.63
O 1.18 1.24 -4.21
O 0.31 2.34 -2.46
H 0.11 4.08 -0.68
H -1.60 4.26 -0.63
H -0.64 4.82 -2.04
H -1.31 1.92 -1.26
H -1.81 3.61 -3.75
H -2.81 2.32 -3.11
C -2.35 -3.88 -0.30
C -3.17 -2.66 0.17
C -2.48 -1.55 1.03
O -2.68 -0.40 0.31
C -3.26 -0.59 -0.84
O -3.56 0.31 -1.61
O -3.55 -1.88 -0.94
H -2.81 -4.42 -1.13
H -2.26 -4.61 0.51
H -1.37 -3.52 -0.60
H -4.06 -3.07 0.64
H -1.43 -1.81 1.11
H -2.90 -1.48 2.04
C 1.82 1.18 2.86
C 2.05 -0.34 3.08
C 3.16 -1.04 2.30
O 3.87 -1.75 3.30
C 3.56 -1.36 4.50
O 4.16 -1.73 5.51
O 2.45 -0.54 4.46
H 2.63 1.84 3.17
H 1.02 1.51 3.52
H 1.54 1.38 1.83
H 1.18 -0.99 3.08
H 3.73 -0.27 1.78
H 2.68 -1.73 1.61

---

The following is a DFT calculation (ωB97M-V/def2-TZVPD) of an isolated molecule of C13H21P in a non-equilibrium geometry.

The structure (SMILES) is CCC1(CC)CCCP1C1C=CC=C1. The value obtained for the HOMO-LUMO gap is 9.356 eV. For the relative energy (zero: lowest compared OMol25 entry of this formula, charge and spin), the calculation gives 205.0 kJ/mol. The electronic energy comes out at -849.1949 Ha.

Cartesian coordinates (Å):
C 1.96 -2.33 0.97
C 0.69 -1.55 0.50
C 0.84 0.03 0.54
C 1.25 0.58 1.89
C 0.39 0.04 3.12
C 1.78 0.48 -0.56
C 1.56 2.00 -0.78
C 0.08 2.22 -0.65
P -0.84 0.81 0.19
C -1.37 -0.14 -1.47
C -2.39 0.67 -2.23
C -3.65 0.19 -2.21
C -3.58 -1.06 -1.41
C -2.30 -1.25 -1.11
H 1.64 -3.33 1.27
H 2.28 -1.92 1.91
H 2.71 -2.19 0.19
H -0.06 -1.80 1.22
H 0.49 -1.78 -0.56
H 2.28 0.36 2.12
H 1.14 1.70 2.06
H 0.14 -0.98 2.77
H -0.50 0.67 3.14
H 1.01 -0.10 4.04
H 1.63 0.11 -1.53
H 2.88 0.24 -0.42
H 1.97 2.64 0.00
H 2.01 2.35 -1.71
H -0.21 3.17 -0.09
H -0.58 2.26 -1.63
H -0.53 -0.33 -2.07
H -2.24 1.63 -2.82
H -4.49 0.64 -2.78
H -4.15 -1.96 -1.28
H -1.83 -2.07 -0.61

---

The following is a DFT calculation (ωB97M-V/def2-TZVPD) of C13H22Cl2CrN9O4 as an isolated structure in a non-equilibrium geometry.

The value obtained for the HOMO-LUMO gap (alpha / beta) is 6.886 / 7.399 eV. As for the charge: +2. The expectation value of S² is 0.76. For the relative energy (zero: lowest compared OMol25 entry of this formula, charge and spin), the calculation gives 44.0 kJ/mol. The electronic energy comes out at -3266.5618 Ha. As for the multiplicity: 2.

Cartesian coordinates (Å):
Cr -0.33 0.23 0.33
N 0.34 2.23 -0.03
C 0.35 3.01 1.22
C 0.90 2.10 2.32
N 0.27 0.77 2.26
C -0.91 0.61 3.13
C -2.12 1.32 2.54
N -2.24 0.92 1.12
H 1.30 2.23 -0.40
H -0.22 2.71 -0.74
H -0.67 3.33 1.43
H 0.97 3.90 1.14
H 0.73 2.57 3.30
H 1.97 1.98 2.18
H 0.96 0.09 2.59
H -0.71 0.99 4.14
H -1.11 -0.46 3.20
H -2.01 2.40 2.60
H -3.02 1.05 3.10
H -2.75 1.64 0.60
H -2.83 0.09 1.08
Cl 0.35 -3.71 -0.87
C 1.13 -4.09 0.67
Cl 1.39 -2.61 1.58
H 2.10 -4.56 0.47
H 0.48 -4.75 1.25
N 4.81 -0.52 -0.24
N 3.51 -0.59 -0.48
N 3.06 -1.08 -1.61
C 1.76 -0.89 -1.52
N 1.44 -0.31 -0.37
N 2.58 -0.11 0.29
H 5.37 -1.05 -0.89
H 5.09 -0.48 0.73
H 1.05 -1.14 -2.29
O -1.26 -0.43 -1.34
C -1.71 -1.41 -0.68
O -1.24 -1.55 0.49
C -2.85 -2.21 -1.14
C -3.45 -1.95 -2.37
C -4.63 -2.59 -2.72
C -5.22 -3.48 -1.83
C -4.60 -3.75 -0.62
C -3.41 -3.15 -0.27
N -5.19 -4.66 0.36
O -4.49 -4.97 1.29
O -6.33 -5.01 0.17
H -2.99 -1.23 -3.03
H -5.10 -2.38 -3.67
H -6.16 -3.95 -2.07
H -2.94 -3.38 0.68

---

The following is a DFT calculation (ωB97M-V/def2-TZVPD) of a 6-piece molecular cluster, C13H22ClN2O7 overall in a non-equilibrium geometry.

The value obtained for the HOMO-LUMO gap is 8.933 eV. As for the charge: -1. The electronic energy comes out at -1604.3786 Ha.

Cartesian coordinates (Å):
Cl -0.75 -20.68 2.44
O -2.13 -20.25 2.20
O -0.10 -19.72 3.31
O -0.93 -21.92 3.17
O -0.02 -21.01 1.28
N -1.54 -20.58 -1.84
C -0.93 -20.31 -0.69
C -0.69 -18.99 -0.29
C -1.10 -17.90 -1.05
C -1.78 -18.24 -2.22
C -1.91 -19.57 -2.62
H -0.85 -21.20 -0.08
H -0.23 -18.76 0.66
H -0.81 -16.88 -0.83
H -2.13 -17.47 -2.90
H -2.33 -19.86 -3.58
N -3.31 -19.23 5.07
C -2.24 -18.96 4.25
C -1.76 -17.80 3.70
C -2.67 -16.75 3.82
C -3.78 -16.88 4.58
C -4.10 -18.04 5.26
H -1.58 -19.81 4.18
H -0.85 -17.74 3.12
H -2.42 -15.83 3.30
H -4.44 -16.04 4.74
H -4.92 -18.03 5.95
C -2.79 -23.46 0.50
O -1.97 -22.30 0.80
H -2.91 -24.25 1.25
H -3.80 -23.29 0.14
H -2.40 -24.01 -0.36
H -2.51 -21.64 1.25
C 0.69 -17.97 2.06
O 0.08 -17.13 1.19
H 0.55 -19.01 1.79
H 1.70 -17.62 2.28
H 0.07 -17.84 2.95
H -0.86 -17.34 1.20
C 2.21 -20.91 2.98
O 1.63 -22.13 3.38
H 3.18 -21.18 2.56
H 1.61 -20.37 2.24
H 2.27 -20.17 3.77
H 2.00 -22.48 4.19

---

The following is a DFT calculation (ωB97M-V/def2-TZVPD) of C13H22ClN2O7Pt as an isolated structure in a non-equilibrium geometry.

The value obtained for the HOMO-LUMO gap (alpha / beta) is 8.317 / 8.873 eV. As for the charge: +1. The expectation value of S² is 2.00. For the relative energy (zero: lowest compared OMol25 entry of this formula, charge and spin), the calculation gives 35.4 kJ/mol. The electronic energy comes out at -1723.6716 Ha. As for the multiplicity: 3.

Cartesian coordinates (Å):
Pt 0.15 0.24 -0.24
Cl 0.42 -0.05 -3.81
O 0.20 -0.38 -2.40
O -0.02 1.30 -4.02
O 1.82 -0.22 -4.04
O -0.38 -0.94 -4.60
N 0.22 1.01 1.83
C 0.53 0.14 2.82
C 0.99 0.48 4.06
C 1.12 1.81 4.42
C 0.65 2.72 3.48
C 0.30 2.31 2.21
H 0.35 -0.90 2.55
H 1.23 -0.30 4.77
H 1.54 2.14 5.36
H 0.72 3.79 3.64
H 0.12 3.04 1.43
N -1.00 -1.65 0.25
C -2.35 -1.70 0.17
C -3.11 -2.85 0.28
C -2.45 -4.02 0.65
C -1.07 -4.02 0.70
C -0.42 -2.83 0.48
H -2.83 -0.73 0.10
H -4.19 -2.77 0.21
H -3.01 -4.94 0.79
H -0.51 -4.91 0.92
H 0.66 -2.89 0.55
C -2.66 1.41 -1.80
O -1.69 1.48 -0.74
H -2.59 2.27 -2.47
H -2.54 0.47 -2.33
H -3.66 1.34 -1.36
H -1.71 2.37 -0.36
C 2.78 -1.60 -1.11
O 2.05 -0.95 -0.04
H 3.01 -0.93 -1.93
H 3.74 -1.94 -0.70
H 2.24 -2.47 -1.47
H 2.48 -1.21 0.78
C 1.30 3.04 -1.76
O 1.49 1.94 -0.85
H 0.37 2.87 -2.29
H 1.25 3.97 -1.20
H 2.10 3.06 -2.51
H 2.35 2.01 -0.42

---

The following is a DFT calculation (ωB97M-V/def2-TZVPD) of C13H22CuO12P2 as an isolated structure.

The value obtained for the HOMO-LUMO gap is 8.009 eV. As for the charge: -1. For the relative energy (zero: lowest compared OMol25 entry of this formula, charge and spin), the calculation gives 0.0 kJ/mol. The electronic energy comes out at -3735.0131 Ha.

Cartesian coordinates (Å):
Cu -0.28 -0.46 0.58
C 2.82 -0.58 0.06
O 2.34 0.26 -0.97
C 2.48 1.63 -0.70
C 1.51 2.16 0.33
O 0.20 1.87 -0.11
C -0.79 2.61 0.59
H 3.90 -0.44 0.20
H 2.61 -1.60 -0.25
H 2.31 -0.40 1.01
H 2.30 2.14 -1.65
H 3.50 1.87 -0.37
H 1.65 3.25 0.40
H 1.68 1.73 1.32
H -0.69 3.68 0.36
H -0.70 2.47 1.67
H -1.76 2.24 0.27
C -2.87 -3.15 -2.69
C -2.63 -2.58 -1.30
O -3.71 -2.99 -0.45
P -2.67 -0.76 -1.29
O -1.64 -0.26 -2.39
O -4.05 -0.36 -2.00
O -2.51 -0.16 0.05
P -0.96 -3.14 -0.65
O -1.32 -3.39 0.89
O -0.56 -4.38 -1.33
O -0.07 -1.90 -0.79
H -3.85 -2.83 -3.06
H -2.83 -4.23 -2.62
H -2.10 -2.82 -3.38
H -3.32 -3.13 0.43
H -0.76 -0.61 -2.12
H -4.78 -0.67 -1.45
H -1.07 -2.72 1.57
O 0.53 1.83 4.27
C 0.11 0.92 5.16
C 0.13 1.27 6.52
C -0.29 0.36 7.47
C -0.75 -0.90 7.10
C -0.77 -1.24 5.76
C -0.35 -0.34 4.78
C -0.39 -0.76 3.33
O -0.78 -1.90 3.04
O -0.02 0.13 2.48
H 0.42 1.38 3.39
H 0.49 2.25 6.79
H -0.27 0.64 8.52
H -1.08 -1.61 7.85
H -1.12 -2.21 5.42

---

The following is a DFT calculation (ωB97M-V/def2-TZVPD) of C13H22FI2OP2Ru as an isolated structure in a non-equilibrium geometry.

The value obtained for the HOMO-LUMO gap (alpha / beta) is 5.544 / 3.351 eV. As for the charge: +3. The expectation value of S² is 6.05. The electronic energy comes out at -2055.3949 Ha. As for the multiplicity: 5.

Cartesian coordinates (Å):
I 0.04 -3.10 -3.24
I 0.02 1.90 -2.94
Ru 0.00 0.69 -0.63
P -2.06 -0.22 -1.00
C -3.22 1.14 -0.70
C -2.68 -0.85 -2.59
H -3.67 -1.28 -2.44
H -3.54 -1.81 0.06
H -2.00 -1.61 -2.98
H -1.96 -2.54 -0.37
H -3.13 1.84 -1.55
H -2.71 -0.02 -3.32
C -2.45 -1.66 0.07
H -4.24 0.72 -0.68
H -2.07 -1.51 1.10
H -2.99 1.67 0.23
P 2.07 -0.13 -1.00
C 3.19 1.26 -0.67
C 2.51 -1.56 0.03
H 2.07 -1.50 -3.00
H 3.74 -1.10 -2.45
H 2.76 0.12 -3.30
C 2.73 -0.70 -2.60
H 2.04 -2.45 -0.42
H 3.60 -1.69 0.03
H 4.22 0.89 -0.64
H 2.92 1.76 0.27
H 2.12 -1.44 1.06
H 3.08 1.98 -1.49
C -0.05 2.39 0.11
O -0.09 3.42 0.65
F -0.04 0.73 5.58
C -0.03 0.54 4.24
C 1.21 0.51 3.59
C 1.19 0.41 2.20
C -0.01 0.33 1.49
C -1.22 0.40 2.19
C -1.25 0.49 3.58
H 2.15 0.56 4.12
H 2.13 0.48 1.67
H -2.15 0.44 1.64
H -2.20 0.52 4.10

---

- Which formula does entry 7 have?
  C13H22CuO12P2

---

- Among the records above, which one has the lowest electronic energy?
  C13H22CuO12P2